## A
Computed, not measured: a cluster of 2 separate species, C5H16N2O in total, with ωB97M-V/def2-TZVPD.

Summary:
- SMILES: CCCCNCN.O
- Kohn-Sham gap: 9.6 eV

```
24
C5H16N2O | OMol25 | ωB97M-V/def2-TZVPD
H -0.987 -0.678 2.662
C -0.671 2.228 -0.488
H 0.763 -2.562 -0.593
H -0.837 0.171 -0.225
C -0.049 0.850 1.480
H -1.795 2.551 -0.838
H 1.165 -3.046 1.192
C 0.870 -2.275 0.422
N 0.328 1.802 -1.453
C -0.226 -0.643 1.973
O 0.150 -0.606 -3.598
H 0.062 2.251 -2.351
H 0.629 -0.796 2.625
H 1.691 -1.528 0.280
H -0.434 2.956 0.271
H -1.067 -2.517 1.489
H -1.044 -1.365 0.186
H -0.161 0.054 -3.109
H 1.328 1.860 -1.162
C -0.476 -1.761 0.936
H 1.029 1.185 1.229
H -0.348 1.353 2.337
N -1.033 1.068 0.328
H 1.113 -0.552 -3.596
```

## B
Computed, not measured: a cluster of 2 separate species, C5H16N2O in total, with ωB97M-V/def2-TZVPD.

Summary:
- SMILES: C[C@@H](CN)N(C)C.O
- Kohn-Sham gap: 9.3 eV

```
24
C5H16N2O | OMol25 | ωB97M-V/def2-TZVPD
H -1.445 -2.160 0.819
H 0.931 -0.207 0.613
H -0.552 -1.621 2.187
H -0.300 1.665 1.814
N -0.888 0.478 0.124
H -0.271 -1.291 -1.891
C -2.125 0.271 -0.644
N 1.568 -0.280 -1.628
H 0.315 -2.577 1.081
C 0.021 -0.667 0.234
H 1.429 0.660 -1.300
C -0.456 -1.809 1.120
C -1.113 1.108 1.390
H 0.894 -2.159 -1.076
H 3.771 1.532 0.107
H -1.441 0.472 2.227
H 3.403 2.846 -0.564
H -2.250 1.151 -1.276
H -2.075 -0.656 -1.169
H -1.842 1.919 1.275
H -3.001 0.202 0.016
H 1.425 -0.174 -2.630
C 0.482 -1.146 -1.116
O 3.522 2.443 0.286
```

Stability, highest: B

## A
Computed, not measured: a cluster of 2 separate species, C5H16N2O in total, with ωB97M-V/def2-TZVPD.

Summary:
- SMILES: CCC[C@@H](N)CN.O
- Kohn-Sham gap: 9.9 eV

```
24
C5H16N2O | OMol25 | ωB97M-V/def2-TZVPD
H 2.020 -2.351 -2.130
H 0.230 1.359 -0.193
H -2.570 0.715 -0.956
H -0.125 -1.089 -0.295
N 2.173 -1.780 -1.353
H 3.084 -2.036 6.435
H -0.325 1.500 -1.812
C -1.840 0.962 -0.193
C -0.488 0.918 -0.899
H 2.178 -0.967 6.957
H -1.050 -2.017 -2.085
H 2.125 0.260 -1.186
H 1.489 -0.350 -2.713
H 1.717 -2.187 -0.549
H -2.809 2.922 -0.362
H -2.764 2.237 1.249
N -0.697 -1.105 -2.333
H -1.288 2.934 0.606
C 0.051 -0.480 -1.184
C 1.503 -0.489 -1.656
C -2.180 2.377 0.336
H -1.443 -0.500 -2.643
H -1.857 0.270 0.645
O 2.866 -1.105 6.311
```

## B
Computed, not measured: a cluster of 2 separate species, C5H16N2O in total, with ωB97M-V/def2-TZVPD.

Summary:
- SMILES: CCNCCCN.O
- Kohn-Sham gap: 10.0 eV

```
24
C5H16N2O | OMol25 | ωB97M-V/def2-TZVPD
H -3.200 -1.602 0.769
H -2.993 2.171 -0.566
H -1.237 -1.512 1.639
O -3.319 1.756 0.354
H 2.956 -1.144 -0.814
H 2.460 1.705 -1.504
N 3.204 -0.196 -1.148
H 0.324 0.028 1.948
H -0.504 -2.553 0.400
N -0.369 -0.364 0.099
H -2.720 -2.138 -0.833
C 1.623 1.080 0.356
H 4.143 0.116 -0.828
H -2.484 -0.545 -0.584
H 1.291 0.584 -1.736
H -2.639 1.141 0.679
H 1.549 -0.845 1.039
H 0.898 1.871 0.277
H 0.001 -0.461 -0.839
C -2.451 -1.450 -0.022
H 2.413 1.253 1.121
C -1.064 -1.618 0.557
C 0.831 -0.196 0.914
C 2.135 0.818 -1.082
```

Stability, highest: A

## A
Computed, not measured: a cluster of 2 separate species, C5H16N2O in total, with ωB97M-V/def2-TZVPD.

Summary:
- SMILES: C[C@H](N)CN(C)C.O
- Kohn-Sham gap: 9.0 eV

```
24
C5H16N2O | OMol25 | ωB97M-V/def2-TZVPD
H 0.802 -1.300 -1.855
H -2.802 0.328 -0.588
H 0.707 -1.036 2.722
H -2.645 -1.318 -1.012
N -0.848 -0.167 -1.215
O 0.570 -1.890 3.136
C -2.278 -0.319 -1.301
H 2.485 0.905 0.243
C -0.120 -0.911 -2.280
C -0.270 -0.221 0.131
H 1.948 2.523 0.080
H -1.095 -0.472 0.801
H 1.600 1.292 -1.211
C 0.345 1.156 0.554
H -0.411 1.914 0.335
H 1.570 1.137 2.284
H -0.131 1.045 2.646
N 0.620 1.065 1.984
C 1.645 1.503 -0.144
H 0.963 -2.440 2.470
H -0.702 -1.764 -2.630
H 0.563 -0.923 0.153
H 0.090 -0.155 -3.033
H -2.607 0.047 -2.271
```

## B
Computed, not measured: a cluster of 2 separate species, C5H16N2O in total, with ωB97M-V/def2-TZVPD.

Summary:
- SMILES: C[C@H](N)CN(C)C.O
- Kohn-Sham gap: 9.9 eV

```
24
C5H16N2O | OMol25 | ωB97M-V/def2-TZVPD
N -0.659 -1.323 -0.432
H -2.370 -2.253 -1.175
C 0.216 -2.548 -0.449
H -1.251 -1.875 -2.453
H 1.634 -0.543 1.118
C 0.209 1.004 1.884
H 2.388 1.222 -0.568
H -2.259 -0.611 -1.861
H 0.830 -2.742 -1.353
C 0.933 0.318 0.688
O -1.030 3.486 0.432
C -1.650 -1.586 -1.459
C 0.079 -0.076 -0.597
H 0.207 2.129 1.618
H -0.834 0.822 1.794
H 2.479 1.709 0.941
H -0.486 -3.402 -0.356
H 0.876 0.843 2.807
H 0.848 -2.461 0.466
H -1.737 2.803 0.365
N 1.878 1.351 0.230
H -0.601 0.707 -0.511
H 0.561 0.098 -1.664
H -0.262 2.929 0.536
```

## C
Computed, not measured: a cluster of 2 separate species, C5H16N2O in total, with ωB97M-V/def2-TZVPD.

Summary:
- SMILES: C[C@H](N)CN(C)C.O
- Kohn-Sham gap: 9.5 eV

```
24
C5H16N2O | OMol25 | ωB97M-V/def2-TZVPD
C 1.660 1.439 0.920
H -0.807 -2.931 -0.239
H 1.205 -2.635 -2.027
H -1.580 -2.330 -1.798
H 2.640 1.008 0.662
H 1.722 2.557 0.775
H 0.729 1.408 -1.040
C -1.249 -2.017 -0.828
C 0.415 1.166 0.067
H 1.403 1.483 1.939
H -1.686 1.670 -0.147
H -0.581 -0.481 0.903
H 1.124 -0.904 0.656
O -1.601 0.620 2.562
N -0.825 1.959 0.295
N -0.158 -0.921 -1.116
H -1.999 -1.393 -0.359
H -1.407 1.332 1.979
C 0.189 -0.311 0.180
H 1.923 -1.136 -1.225
H 0.960 -1.208 -2.881
C 0.979 -1.481 -1.757
H -2.422 0.235 2.479
H -0.633 2.871 0.000
```

## D
Computed, not measured: a cluster of 3 separate species, C5H16N2O in total, with ωB97M-V/def2-TZVPD.

Summary:
- Kohn-Sham gap: 6.5 eV

```
24
C5H16N2O | OMol25 | ωB97M-V/def2-TZVPD
N 0.034 -1.117 0.744
C 0.628 -0.448 1.933
C 0.588 -0.691 -0.551
H 1.524 1.008 -2.724
H -0.911 -0.726 0.821
H -2.443 2.025 1.328
H -0.703 -1.638 -2.010
H -2.250 -0.180 1.962
H -0.764 0.809 2.635
H -0.944 0.757 -0.775
H -0.974 -0.690 3.155
H -0.041 0.996 -3.148
H 1.675 -0.590 -0.400
H 0.629 2.440 -2.205
H 1.211 0.353 1.481
O -1.807 1.342 1.061
H 0.636 1.426 -0.309
H 1.386 -1.090 2.420
C 0.120 0.709 -0.946
N -0.225 0.001 3.016
H 1.133 -1.552 -2.384
C 0.565 1.330 -2.284
H 0.619 -2.723 -1.203
C 0.311 -1.751 -1.619
```

Stability, highest: A

## A
Computed, not measured: an isolated molecule of C23H29N3O3, with ωB97M-V/def2-TZVPD.

Summary:
- Kohn-Sham gap: 9.3 eV

```
58
C23H29N3O3 | OMol25 | ωB97M-V/def2-TZVPD
H -0.625 2.117 -4.325
H -3.039 2.344 6.915
N 0.174 -2.604 -2.503
H 3.181 -3.731 0.168
H -2.414 -0.569 2.710
H -1.095 5.457 4.714
H -1.743 -2.441 -1.684
C -1.361 -0.316 2.847
N -0.503 -2.244 0.620
C -1.403 2.167 3.950
H -0.879 -0.939 3.604
C 2.179 -3.426 0.473
H -0.474 3.832 2.967
C 1.485 -2.892 -1.927
H 1.803 2.096 -2.503
C 0.416 0.815 2.433
H 3.058 2.685 -4.721
C -0.124 -0.953 0.457
C 1.321 2.417 -3.432
C -1.036 3.506 3.834
C 1.105 -0.807 -3.872
H 1.191 -4.745 -0.890
H 2.102 -3.474 -2.616
H 1.053 3.469 -3.329
C 0.681 0.428 -4.658
C -1.390 1.251 1.380
H 1.919 -3.986 1.373
C 1.183 -3.679 -0.644
N 2.186 2.205 -4.580
C -2.476 2.674 6.051
H 2.216 -2.365 0.726
H -0.747 -4.212 0.182
C -0.093 -1.563 -3.336
O 0.516 -0.537 -0.496
H -1.033 -2.445 1.450
C -0.288 -3.354 -0.309
H 2.007 -1.971 -1.678
H -0.930 2.044 0.792
O -1.238 -1.259 -3.633
C -2.107 4.004 5.928
H -2.442 1.106 1.134
H 1.708 -1.469 -4.499
C -0.910 -3.141 -1.689
H 1.023 0.270 3.157
H 1.734 -0.509 -3.029
C -1.022 1.197 2.892
H 0.982 1.584 1.909
C -2.125 1.760 5.066
C -0.542 -0.031 1.561
H -0.005 0.133 -5.449
H -2.380 4.717 6.695
H -2.415 0.721 5.163
C 1.931 1.055 -5.265
O 2.606 0.602 -6.166
H -0.377 1.145 -2.875
C -1.385 4.419 4.816
C 0.108 1.536 -3.767
H -1.270 -4.093 -2.091
```

## B
Computed, not measured: an isolated molecule of C23H29N3O3, with ωB97M-V/def2-TZVPD.

Summary:
- SMILES: CCOC(=O)C1(CCCc2ccccc2)CCN(C(=O)c2cnc(C)cn2)CC1
- Kohn-Sham gap: 9.6 eV

```
58
C23H29N3O3 | OMol25 | ωB97M-V/def2-TZVPD
H 0.274 4.219 2.469
H 2.177 -1.226 4.449
C -5.955 -2.666 -5.240
H 2.964 0.689 5.775
H -6.294 -3.368 -4.480
H 0.367 1.801 -2.872
H 1.561 2.450 3.710
C 0.400 0.948 -2.192
H -1.907 -0.143 -0.126
C 1.486 -1.616 1.408
C -0.784 -1.097 -1.694
C -2.726 -0.418 -3.840
H 0.136 -1.680 -1.810
H -4.031 1.248 -4.267
H -1.226 3.334 2.783
H 4.657 2.226 4.844
C -3.619 -2.455 -4.291
H 1.070 -2.515 0.950
C -0.199 0.832 1.601
N -4.937 -0.541 -4.702
C -4.806 -1.864 -4.729
C 0.273 1.425 -0.746
H -1.617 -1.721 -2.011
H 2.246 0.272 0.727
C 3.361 0.521 4.784
H 1.858 -0.856 -0.572
H 1.343 0.413 -2.339
N -2.596 -1.745 -3.855
H -5.653 -3.238 -6.116
C 2.919 -0.556 4.038
H 4.782 -0.096 1.266
C -1.584 0.475 -3.469
H 3.559 -2.139 1.108
C -3.914 0.173 -4.271
C 4.376 0.077 2.253
N -0.695 0.067 -2.541
C 0.170 0.244 0.238
H 0.026 1.568 3.979
H 5.564 1.824 2.584
H 2.833 -2.831 2.565
C 3.419 -0.790 2.762
H -6.770 -2.000 -5.508
C 4.820 1.157 2.996
C 1.522 -0.472 0.392
H 1.130 2.048 -0.488
H -0.630 2.034 -0.661
C 0.559 2.260 3.320
H -1.015 -1.563 0.399
C 2.889 -1.934 1.945
O 0.770 1.624 2.059
H -3.483 -3.529 -4.295
C -0.231 3.551 3.163
O -1.229 0.619 2.187
C 4.312 1.383 4.263
H -0.322 4.043 4.127
O -1.482 1.553 -4.039
C -0.961 -0.678 -0.234
H 0.844 -1.342 2.248
```

Stability, highest: B

## A
Computed, not measured: an isolated molecule of C4H4O4, with ωB97M-V/def2-TZVPD.

Summary:
- SMILES: O=CC(O)(C=O)C=O
- Kohn-Sham gap: 10.1 eV

```
12
C4H4O4 | OMol25 | ωB97M-V/def2-TZVPD
C -0.144 1.495 0.101
C -0.088 -0.031 0.286
O 0.026 -0.406 1.632
H 0.826 -0.979 1.648
O -1.492 -0.523 -1.574
H 1.174 -0.203 -1.563
O -0.120 2.023 -0.985
C -1.267 -0.645 -0.390
O 2.018 -1.134 0.021
C 1.153 -0.498 -0.523
H -2.009 -1.135 0.271
H -0.076 2.036 1.075
```

## B
Computed, not measured: an isolated molecule of C4H4O4, with ωB97M-V/def2-TZVPD.

Summary:
- SMILES: O=C(O)/C=C\C(=O)O
- Kohn-Sham gap: 9.2 eV

```
12
C4H4O4 | OMol25 | ωB97M-V/def2-TZVPD
H 0.954 -0.117 1.242
H -1.378 -0.422 -1.760
C -0.483 1.024 -0.539
O 0.268 2.961 0.400
H -1.536 1.576 -0.833
C -0.577 -0.189 -0.943
O -0.115 -2.462 -1.027
C -0.042 -1.419 -0.365
H 0.688 -2.231 1.408
C 0.497 1.685 0.320
O 0.379 -1.289 1.106
O 1.345 0.881 0.991
```

Stability, highest: A

## A
Computed, not measured: the ion C4H7N2OS with charge +1, with ωB97M-V/def2-TZVPD.

Summary:
- Total charge: +1
- Kohn-Sham gap: 8.6 eV

```
15
C4H7N2OS | OMol25 | ωB97M-V/def2-TZVPD
H -0.822 -2.021 -0.285
H -2.328 1.733 0.064
H 0.408 -1.295 2.264
H 0.296 1.757 -1.214
H -2.644 -0.438 -0.011
H 2.890 -0.772 -1.007
N -0.530 2.078 -0.655
H -0.812 3.111 -0.896
C -0.559 -0.953 -0.261
S 1.743 -1.631 2.088
O 2.939 -1.110 -0.101
N 0.701 -0.612 -0.197
C -1.414 1.299 -0.141
C 1.707 -1.088 0.490
C -1.574 -0.059 -0.139
```

## B
Computed, not measured: a cluster of 2 separate species, C4H7N2OS in total, with ωB97M-V/def2-TZVPD.

Summary:
- Total charge: +1
- Kohn-Sham gap (spin up / spin down): 6.2 / 6.2 eV

```
15
C4H7N2OS | OMol25 | ωB97M-V/def2-TZVPD
N 1.806 1.665 1.880
C -1.594 -0.984 0.541
O 2.205 0.489 -1.917
H 2.108 2.632 1.618
C -1.930 -1.396 -0.796
H 2.619 1.140 2.247
H -1.644 -1.917 1.264
H 1.024 1.501 2.354
H -2.921 -1.914 -0.987
S 0.047 -0.241 0.571
H 0.452 0.620 -2.897
C 1.057 0.278 -2.074
H -2.270 -0.370 1.053
C 0.051 -0.453 -1.189
N -1.009 -1.050 -1.667
```

Stability, highest: A

## A
Computed, not measured: a cluster of 2 separate species, C5H12NO in total, with ωB97M-V/def2-TZVPD.

Summary:
- Total charge: +1
- Kohn-Sham gap: 9.0 eV

```
19
C5H12NO | OMol25 | ωB97M-V/def2-TZVPD
H -1.131 1.634 -2.123
H -0.134 0.252 -2.303
C -0.688 0.892 -0.318
C -0.585 -1.271 2.562
H 0.526 3.079 -1.064
H 0.778 2.750 -2.812
H -0.017 -2.160 2.330
O 1.177 -2.922 0.509
H -1.631 0.193 1.909
C 0.772 2.326 -1.814
H -1.120 1.728 0.232
H 1.507 -3.205 -0.329
C -0.230 1.152 -1.705
N -0.774 -0.327 1.715
H 0.477 -0.721 0.144
H 1.774 1.972 -1.574
H -1.213 -1.259 3.445
H 1.041 -3.790 0.932
C -0.531 -0.323 0.265
```

## B
Computed, not measured: a cluster of 2 separate species, C5H12NO in total, with ωB97M-V/def2-TZVPD.

Summary:
- Total charge: +1
- Kohn-Sham gap: 9.7 eV

```
19
C5H12NO | OMol25 | ωB97M-V/def2-TZVPD
C -0.364 0.158 -2.130
H 1.220 2.982 0.086
H -0.063 -3.171 3.005
C -0.335 0.430 -0.849
H 1.518 0.012 0.116
H -2.413 0.834 -0.375
H 1.477 2.145 -1.552
C 0.797 0.823 0.040
O 0.469 -2.896 2.248
H -0.909 -1.375 0.902
H -2.705 -1.045 1.114
H 0.399 1.032 1.031
C -1.765 -0.754 0.645
H 0.553 0.240 -2.710
H 2.582 2.013 -0.169
C 1.534 2.096 -0.465
H 0.888 -3.720 1.962
N -1.639 0.205 -0.167
H -1.244 -0.008 -2.732
```

Stability, highest: B